Density functional theory data (ωB97M-V/def2-TZVPD) for a cluster of 2 separate species, C4H8NO3 in total.

molar mass: 118.11 Da
LUMO: 0.150 Ha
total charge: -1
spin multiplicity: 1
orbital gap: 8.9 eV

XYZ file:
```
16
C4H8NO3 ωB97M-V/def2-TZVPD
C 0.389 -2.380 -2.063
C -0.080 -1.055 -1.343
O -1.110 -1.111 -0.642
O 0.616 -0.037 -1.601
H 0.886 -2.135 -2.994
H -0.508 -2.966 -2.244
H 1.115 -2.752 -1.339
C -0.278 0.609 2.121
C 0.027 1.935 1.515
O 0.385 2.879 2.220
N -0.262 2.037 0.205
H -0.064 2.858 -0.363
H -0.203 1.224 -0.432
H 0.651 0.292 2.617
H -0.582 -0.144 1.399
H -0.979 0.747 2.944
```

These are the Löwdin partial charges, in e, on atoms 1 to 5: -0.04 -0.76 -0.09 -0.11 0.04